1.
This record from the OMol25 dataset describes a structure of composition CNa4O3 in a non-equilibrium geometry. The level of theory is wB97M-V/def2-TZVPD.

ORCA input file:
```
! wB97M-V def2-TZVPD RIJCOSX def2/J DEFGRID3
* xyz 2 1
Na -18.084 -14.788 -5.150
Na -19.469 -13.943 -8.392
Na -22.373 -15.530 -5.422
Na -21.097 -19.077 -8.393
C -20.352 -16.547 -7.560
O -20.310 -16.384 -8.782
O -21.122 -17.212 -6.943
O -19.663 -15.641 -6.893
*
```

Its HOMO energy is -14.5761 eV. The calculation puts the total energy at -24834.821 eV. The calculation puts the lowest unoccupied orbital energy at -7.45 eV.

These are the Mulliken partial charges, in e, on atoms 1 to 6: Na 0.948; Na 0.932; Na 0.891; Na 0.924; C 0.794; O -0.721



2.
This record from the OMol25 dataset describes a structure of composition C37H32Cl2N5O4STi. The level of theory is wB97M-V/def2-TZVPD.

ORCA input file:
```
! wB97M-V def2-TZVPD RIJCOSX def2/J DEFGRID3
* xyz -1 1
Ti -0.009 -0.244 -0.075
C 3.174 1.193 -2.876
C 2.485 -0.024 -3.422
C 2.433 -0.252 -4.792
C 1.847 -1.398 -5.309
C 1.350 -2.359 -4.440
C 1.396 -2.171 -3.062
C 0.942 -3.276 -2.146
C 1.911 -0.970 -2.554
N 1.820 -0.692 -1.170
C 2.963 -0.758 -0.470
O 4.062 -1.165 -0.850
C 2.811 -0.225 0.937
C 3.772 -0.276 1.932
C 3.451 0.268 3.170
C 2.209 0.843 3.403
C 1.300 0.860 2.356
N 1.651 0.370 1.177
C -0.090 1.462 2.404
O -0.422 2.107 3.397
N -0.799 1.242 1.279
C -1.994 1.998 1.140
C -3.229 1.341 1.148
C -3.295 -0.141 1.385
C -4.388 2.082 0.949
C -4.333 3.452 0.746
C -3.106 4.093 0.756
C -1.926 3.385 0.958
C -0.614 4.113 1.015
H 3.459 1.870 -3.682
H 2.528 1.733 -2.183
H 4.074 0.894 -2.333
H 2.874 0.483 -5.459
H 1.818 -1.565 -6.380
H 0.939 -3.284 -4.831
H 1.639 -4.114 -2.215
H 0.907 -2.952 -1.109
H -0.050 -3.640 -2.415
H 4.727 -0.740 1.730
H 4.181 0.239 3.969
H 1.929 1.264 4.358
H -2.769 -0.417 2.301
H -4.331 -0.472 1.466
H -2.836 -0.695 0.565
H -5.345 1.572 0.955
H -5.244 4.017 0.586
H -3.054 5.166 0.606
H -0.690 5.083 0.521
H -0.314 4.273 2.053
H 0.183 3.545 0.532
Cl -3.596 -6.375 1.559
C -2.592 -4.946 1.407
C -1.831 -4.557 2.515
C -1.028 -3.444 2.369
Cl -0.035 -2.933 3.701
C -0.954 -2.707 1.181
O -0.111 -1.694 1.082
C -1.801 -3.079 0.087
C -1.873 -2.300 -1.072
O -1.261 -1.133 -1.164
C -2.591 -4.254 0.232
H -1.862 -5.106 3.443
H -2.441 -2.620 -1.942
H -3.218 -4.579 -0.589
N -0.646 0.075 -3.685
C -0.305 1.345 -3.415
S -0.360 1.949 -1.848
N 0.095 2.063 -4.499
C 0.594 3.373 -4.598
C 1.501 3.620 -5.631
C 2.017 4.887 -5.832
C 1.640 5.931 -4.999
C 0.730 5.688 -3.983
C 0.196 4.423 -3.777
H -0.849 -0.507 -2.872
H -0.217 -0.374 -4.483
H 0.235 1.515 -5.335
H 1.809 2.800 -6.271
H 2.722 5.053 -6.636
H 2.047 6.923 -5.145
H 0.417 6.494 -3.332
H -0.521 4.258 -2.988
*
```

Its HOMO energy (spin up / spin down) is -2.9645 / -2.9772 eV. The calculation puts the total energy at -113532.691 eV. The calculation puts the lowest unoccupied orbital energy (spin up / spin down) at 2.30 / 2.30 eV.

These are the Mulliken partial charges, in e, on atoms 1 to 6: Ti -0.604; C -1.844; C 1.529; C -0.591; C -1.234; C -0.821



3.
This record from the OMol25 dataset describes a cluster of 2 separate species, C2BrClF4S2 in total in a non-equilibrium geometry. The level of theory is wB97M-V/def2-TZVPD.

ORCA input file:
```
! wB97M-V def2-TZVPD RIJCOSX def2/J DEFGRID3
* xyz 0 1
C -1.053 -0.781 0.844
C -0.607 0.038 -1.670
F -0.911 0.513 0.906
F -2.133 -1.192 1.451
F -0.005 -1.358 1.361
F -0.597 0.032 -2.933
S -1.186 -1.370 -0.951
S 2.366 1.472 1.160
Cl 2.537 -0.294 0.012
Br 1.590 2.941 -0.179
*
```

Its HOMO energy is -9.0295 eV. The calculation puts the total energy at -117176.259 eV. The calculation puts the lowest unoccupied orbital energy at -0.82 eV.

These are the Mulliken partial charges, in e, on atoms 1 to 6: C 0.744; C -0.042; F -0.136; F -0.211; F -0.171; F -0.077



4.
This record from the OMol25 dataset describes a cluster of 4 separate species, C46H35BO6 in total. The level of theory is wB97M-V/def2-TZVPD.

ORCA input file:
```
! wB97M-V def2-TZVPD RIJCOSX def2/J DEFGRID3
* xyz 0 1
B -1.691 2.876 -2.844
C -2.945 3.414 -3.580
C -4.256 3.604 -2.779
C -5.313 2.580 -3.208
C -4.811 5.022 -2.897
H -1.517 3.097 -1.681
H -0.849 2.269 -3.435
H -3.136 2.870 -4.512
H -2.579 4.405 -3.916
H -4.034 3.425 -1.720
H -5.102 1.580 -2.817
H -5.356 2.502 -4.299
H -6.308 2.862 -2.857
H -5.228 5.202 -3.894
H -4.033 5.773 -2.729
H -5.606 5.202 -2.169
C -2.535 -0.305 -2.244
C -3.240 -1.425 -2.670
C -2.656 -2.679 -2.606
C -1.361 -2.817 -2.122
C -0.650 -1.691 -1.702
C -1.244 -0.435 -1.758
C 0.751 -1.804 -1.202
O 1.376 -0.824 -0.858
C 1.353 -3.167 -1.142
C 2.649 -3.309 -0.660
C 3.220 -4.567 -0.573
C 2.500 -5.690 -0.966
C 1.212 -5.553 -1.454
C 0.634 -4.293 -1.545
C -0.762 -4.180 -2.055
O -1.392 -5.163 -2.385
H -3.007 0.669 -2.294
H -4.246 -1.316 -3.053
H -3.185 -3.566 -2.927
H -0.675 0.423 -1.423
H 3.186 -2.423 -0.351
H 4.227 -4.677 -0.192
H 2.944 -6.674 -0.881
H 0.630 -6.412 -1.757
C -1.837 -5.769 0.839
C -1.000 -6.881 0.838
C -0.173 -7.132 1.918
C -0.163 -6.259 3.002
C -0.996 -5.140 3.001
C -1.837 -4.903 1.918
C -1.004 -4.179 4.142
O -1.740 -3.216 4.149
C -0.069 -4.449 5.273
C -0.034 -3.558 6.340
C 0.822 -3.786 7.403
C 1.647 -4.906 7.408
C 1.616 -5.796 6.349
C 0.759 -5.571 5.277
C 0.751 -6.545 4.146
O 1.462 -7.526 4.155
H -2.478 -5.581 -0.012
H -0.995 -7.543 -0.019
H 0.485 -7.990 1.942
H -2.476 -4.030 1.944
H -0.687 -2.695 6.313
H 0.850 -3.091 8.232
H 2.315 -5.082 8.241
H 2.247 -6.675 6.329
C 2.213 2.774 -2.316
C 2.668 2.288 -1.095
C 2.991 3.172 -0.078
C 2.855 4.542 -0.274
C 2.389 5.026 -1.497
C 2.072 4.136 -2.517
C 2.218 6.487 -1.740
O 1.784 6.907 -2.791
C 2.599 7.416 -0.635
C 2.481 8.786 -0.840
C 2.826 9.668 0.169
C 3.288 9.187 1.389
C 3.407 7.824 1.599
C 3.064 6.933 0.588
C 3.204 5.468 0.842
O 3.588 5.052 1.913
H 1.952 2.083 -3.108
H 2.751 1.223 -0.935
H 3.343 2.822 0.883
H 1.708 4.532 -3.456
H 2.117 9.135 -1.797
H 2.735 10.735 0.008
H 3.556 9.879 2.177
H 3.763 7.424 2.539
*
```

Its HOMO energy is -9.6503 eV. The calculation puts the total energy at -61232.434 eV. The calculation puts the lowest unoccupied orbital energy at -1.20 eV. Its structure (SMILES) is O=C1c2ccccc2C(=O)c2ccccc21.O=C1c2ccccc2C(=O)c2ccccc21.O=C1c2ccccc2C(=O)c2ccccc21.BCC(C)C.

These are the Mulliken partial charges, in e, on atoms 1 to 6: B 0.244; C -1.135; C 1.326; C -1.401; C -1.718; H -0.055